Entry 1:
10
Properties=species:S:1:pos:R:3:nbo_charge:R:1 method="wB97M-V/def2-TZVPD" homo_lumo_gap_ha=0.2488 e_lumo_ha=-0.064 e_tot_ha=-1289.93157 de_lowest_kcal_mol=54.2
N 0.70065 0.48862 -0.23852 -1.39
N -1.43575 1.20795 0.14934 -1.22
N -1.48725 -1.43024 -1.09562 -1.14
F 2.34695 -0.61842 1.03454 -0.59
P -0.01621 1.99716 -0.18302 1.37
P 2.21563 -0.22749 -0.57823 1.13
P -0.93959 -0.55873 -0.05881 1.53
H -2.20530 1.64392 0.62250 0.43
H 1.54427 -1.55428 -0.99158 -0.05
H -0.72341 -0.94850 1.33940 -0.08



Entry 2:
37
Properties=species:S:1:pos:R:3:nbo_charge:R:1 method="wB97M-V/def2-TZVPD" homo_lumo_gap_ha=0.3710 charge=+1 e_lumo_ha=-0.119 e_tot_ha=-3484.53096
F 2.29454 -2.62012 1.71670 -0.39
C 3.13647 -2.76905 0.61236 0.05
C 3.19291 -1.49057 -0.18022 -0.45
C 1.87927 -0.94953 -0.82967 -0.40
C 0.57548 -1.72548 -0.62525 -0.27
C -0.35758 -1.63348 -1.83156 -0.41
C -1.74983 -2.22921 -1.54378 -0.44
C -1.81636 -2.99277 -0.24171 -0.22
N -1.33027 -2.16218 0.91920 -0.53
C -0.15672 -1.24414 0.61185 -0.07
Br -0.89693 0.54706 0.46079 0.05
H 2.76313 -3.61088 0.03280 0.16
H 4.12211 -3.03842 0.97630 0.20
H 3.60391 -0.71870 0.46724 0.23
H 3.93696 -1.64608 -0.95774 0.24
H 2.04248 -0.88168 -1.90248 0.23
H 1.71837 0.07401 -0.50340 0.22
H 0.79131 -2.78318 -0.47094 0.23
H 0.10128 -2.16788 -2.65925 0.24
H -0.44357 -0.59562 -2.13880 0.23
H -2.51091 -1.45347 -1.56779 0.23
H -2.00534 -2.94215 -2.32202 0.25
H -1.22140 -3.89949 -0.26987 0.23
H -2.83736 -3.28374 -0.01426 0.24
H -1.07575 -2.76335 1.70353 0.45
H -2.09916 -1.57851 1.25016 0.45
H 0.47239 -1.21612 1.48397 0.26
C -0.79518 4.34177 1.10416 -0.13
C -1.42947 4.95618 -0.12704 0.44
O -2.02468 6.12354 0.38475 -0.49
C -1.36368 6.48928 1.52727 0.97
O -1.48622 7.51889 2.08274 -0.52
O -0.53147 5.48188 1.91333 -0.48
F -2.38363 4.14676 -0.65871 -0.33
H -1.51176 3.69161 1.61182 0.19
H 0.12489 3.79857 0.90365 0.20
H -0.72824 5.22625 -0.91813 0.16



Entry 3:
144
Properties=species:S:1:pos:R:3:mulliken_charge:R:1 method="wB97M-V/def2-TZVPD" homo_lumo_gap_ha=0.2912 e_lumo_ha=-0.057 smiles="O=C1C=C(O)C(=O)C=C1O.ClC(Cl)Cl.ClC(Cl)Cl.CCOCC.CCOCC.CCOCC.CCOCC.CCOCC.CCOCC.CCOCC.CCOCC" e_tot_ha=-5239.37483
O -0.19791 -0.75516 2.33618 -0.58
C -0.41521 0.09767 1.54852 0.70
C -0.44107 -0.18309 0.11688 -0.67
C -0.62147 0.68323 -0.89486 0.61
O -0.62838 0.17464 -2.17212 -0.53
C -0.76841 2.11204 -0.64428 0.58
O -0.97753 2.89845 -1.54844 -0.60
C -0.64075 2.47175 0.81240 -1.02
C -0.56290 1.56969 1.82394 0.51
O -0.49797 1.92016 3.14922 -0.52
H -0.41246 -1.21292 -0.20720 0.43
H -0.54772 0.84726 -2.85233 0.32
H -0.76422 3.52809 1.00024 0.43
H -0.40522 1.15732 3.72462 0.33
Cl -5.35782 7.04866 -4.84460 -0.13
C -3.93076 7.75391 -5.73484 0.08
Cl -4.19545 9.44320 -6.30672 -0.12
Cl -3.29816 6.75572 -7.04191 -0.10
H -3.14134 7.81129 -4.98542 0.26
Cl -4.68521 6.59978 4.28093 -0.12
C -4.88735 8.18181 3.54238 0.05
Cl -4.14364 8.11219 1.90610 -0.12
Cl -4.13207 9.29410 4.59719 -0.10
H -5.95426 8.38603 3.45234 0.29
C -6.65036 -0.14316 1.43856 -1.26
C -6.49990 -0.89580 0.14350 -0.13
O -5.67913 -2.03664 0.44226 -0.30
C -5.55927 -3.02893 -0.60525 -0.30
C -5.41815 -4.44782 0.07897 -1.08
H -5.76523 0.35146 1.83857 0.28
H -7.35402 0.68855 1.40367 0.39
H -7.02132 -0.80512 2.22104 0.31
H -7.49751 -1.23174 -0.13936 0.30
H -6.15775 -0.22545 -0.64495 0.28
H -6.47283 -2.98047 -1.19784 0.31
H -4.75000 -2.78422 -1.29322 0.28
H -6.39684 -4.74104 0.45882 0.28
H -4.67445 -4.43454 0.87574 0.29
H -5.19673 -5.22114 -0.65658 0.36
C 3.53117 7.21196 -3.87252 -1.11
C 2.58183 8.12929 -4.66596 -0.26
O 3.01977 8.00239 -6.02253 -0.29
C 2.39554 8.85640 -6.95721 -0.20
C 2.66911 8.33171 -8.37842 -1.17
H 3.35665 6.15777 -4.08780 0.27
H 4.59660 7.32834 -4.07111 0.30
H 3.25581 7.42380 -2.83938 0.36
H 1.56389 7.74089 -4.63346 0.26
H 2.51933 9.12498 -4.22687 0.33
H 1.31898 8.85383 -6.78658 0.29
H 2.94701 9.77901 -6.77617 0.27
H 2.24697 8.89943 -9.20764 0.36
H 2.29710 7.31444 -8.50030 0.28
H 3.75443 8.30114 -8.47465 0.29
C -2.08228 0.40093 -8.14357 -1.11
C -0.69543 0.69583 -8.82460 -0.39
O 0.36058 0.93305 -7.85296 -0.24
C 1.62046 1.27381 -8.45234 -0.21
C 2.60722 1.30306 -7.30905 -1.16
H -2.31184 1.32225 -7.60825 0.29
H -2.82714 0.26510 -8.92768 0.37
H -2.01013 -0.51925 -7.56379 0.28
H -0.50203 -0.13627 -9.50157 0.33
H -0.86832 1.53821 -9.49438 0.32
H 1.95088 0.62643 -9.26465 0.30
H 1.52990 2.23366 -8.96085 0.30
H 2.54311 0.45542 -6.62677 0.30
H 2.31536 2.14431 -6.68040 0.26
H 3.64109 1.42852 -7.63076 0.36
C -3.23741 -8.95242 4.83034 -1.11
C -1.92860 -9.69597 4.51566 -0.29
O -0.82938 -9.20371 5.20213 -0.35
C -0.47425 -7.92167 4.70349 -0.12
C 0.73136 -7.34402 5.50514 -1.29
H -3.36493 -8.86294 5.90915 0.28
H -3.30848 -7.96407 4.37626 0.31
H -4.09229 -9.34685 4.28107 0.39
H -2.05408 -10.72308 4.85831 0.29
H -1.73662 -9.83424 3.45164 0.35
H -0.31105 -7.99263 3.62812 0.33
H -1.25432 -7.20468 4.95948 0.22
H 0.50866 -7.48504 6.56279 0.31
H 1.00275 -6.31554 5.26701 0.35
H 1.67732 -7.87015 5.37694 0.33
C -2.91735 -2.64666 8.44038 -1.10
C -3.42043 -1.37661 7.73502 -0.32
O -2.69238 -0.23647 8.11187 -0.28
C -2.82609 0.39905 9.33276 -0.21
C -1.88707 1.56507 9.47953 -1.18
H -3.07222 -2.63637 9.51926 0.29
H -3.42019 -3.55187 8.10003 0.39
H -1.86461 -2.88079 8.28225 0.29
H -3.48545 -1.42903 6.64822 0.34
H -4.47718 -1.33072 7.99824 0.28
H -3.85020 0.71427 9.53265 0.30
H -2.63894 -0.28835 10.15773 0.27
H -1.58752 1.94380 10.45675 0.38
H -2.32727 2.44265 9.00606 0.25
H -0.91665 1.32232 9.04658 0.31
C 4.26152 2.89788 6.13916 -1.06
C 4.68515 3.83421 4.92540 -0.25
O 4.50012 5.20498 5.22607 -0.38
C 3.13087 5.62003 5.30192 -0.16
C 2.98452 7.13158 5.11203 -1.20
H 4.39795 3.38204 7.10614 0.31
H 3.21453 2.60006 6.08234 0.27
H 4.84751 1.98120 6.07264 0.37
H 5.75882 3.66536 4.84285 0.26
H 4.20266 3.66535 3.96270 0.33
H 2.62104 5.22523 4.42309 0.21
H 2.71041 5.10187 6.16380 0.33
H 3.37191 7.49220 4.15914 0.30
H 3.40496 7.71272 5.93275 0.30
H 1.95195 7.43435 4.93816 0.38
C 1.19712 -5.48461 -7.92782 -1.27
C 0.34701 -5.67553 -6.67673 -0.18
O -0.30459 -6.95816 -6.71599 -0.33
C -1.56766 -6.91640 -5.95983 -0.25
C -1.72865 -8.44423 -5.63108 -1.09
H 1.79601 -4.57666 -7.99871 0.40
H 2.03817 -6.17466 -7.99547 0.31
H 0.57262 -5.44845 -8.82046 0.31
H 1.08304 -5.66940 -5.87278 0.21
H -0.32365 -4.82380 -6.56323 0.34
H -1.44744 -6.25307 -5.10331 0.30
H -2.27277 -6.41216 -6.62065 0.30
H -2.47146 -8.61485 -4.85182 0.36
H -0.78354 -8.92494 -5.37856 0.29
H -2.04814 -8.97164 -6.52989 0.28
C 6.27163 -1.17552 0.08820 -1.02
C 6.05392 -1.96596 1.39996 -0.22
O 7.03975 -1.75055 2.39434 -0.36
C 8.06925 -2.71004 2.32332 -0.39
C 7.71715 -3.90424 3.16089 -0.97
H 5.37948 -0.56900 -0.06771 0.29
H 7.16176 -0.54966 0.15194 0.30
H 6.33614 -1.86606 -0.75268 0.30
H 5.17739 -1.53724 1.88576 0.27
H 5.80723 -3.00606 1.18682 0.28
H 8.38988 -3.06654 1.34444 0.30
H 9.00155 -2.30342 2.71523 0.33
H 6.69532 -4.25455 3.01516 0.31
H 7.82602 -3.70585 4.22714 0.26
H 8.37347 -4.70934 2.83051 0.32